# 1
ORCA calculation (the ωB97M-V functional and the def2-TZVPD basis) on the molecule C4H8N2O.

The frontier orbital gap comes out at 10.34 eV. As for the energy: -9304.473 eV. The HOMO energy is -9.4 eV. The value obtained for the energy above the lowest of the compared OMol25 structures with the same formula, charge and spin is 44.3 kcal per mole.

Last column: natural (NBO) charge in e.
Positions of all 15 atoms, in Å:
C1 1.57 0.56 -0.60  -0.621
C2 0.19 0.13 -0.13  -0.033
C3 -0.01 -0.57 1.20  0.691
N1 -1.20 -0.38 1.84  -0.821
O1 0.79 -1.42 1.54  -0.622
C4 -0.96 0.49 -1.01  -0.250
N2 -0.56 -0.89 -0.89  -0.558
H1 1.66 0.38 -1.68  0.207
H2 1.78 1.63 -0.45  0.219
H3 2.35 -0.01 -0.09  0.241
H4 -1.70 0.48 1.73  0.388
H5 -1.28 -0.85 2.73  0.401
H6 -1.94 0.75 -0.62  0.197
H7 -0.71 0.98 -1.95  0.201
H8 0.03 -1.27 -1.62  0.360

***

# 2
ORCA calculation (the ωB97M-V functional and the def2-TZVPD basis) on the molecule C4H8N2O at a distorted geometry.

The frontier orbital gap comes out at 8.66 eV. As for the energy: -9300.653 eV. The HOMO energy is -8.0 eV. The value obtained for the energy above the lowest of the compared OMol25 structures with the same formula, charge and spin is 132.4 kcal per mole.

Last column: natural (NBO) charge in e.
Positions of all 15 atoms, in Å:
C1 -1.53 0.09 0.20  0.081
C2 0.47 -0.76 -1.25  -0.152
C3 -1.08 0.37 1.55  -0.669
C4 1.43 0.37 -1.02  -0.124
N1 -0.68 -0.63 -0.68  -0.037
N2 -1.71 -1.23 -0.29  -0.295
O1 1.80 0.43 0.35  -0.706
H1 -2.17 0.87 -0.15  0.167
H2 0.88 -1.75 -1.80  0.210
H3 -1.12 1.39 1.82  0.218
H4 -0.03 0.06 1.57  0.250
H5 -1.69 -0.15 2.30  0.224
H6 0.83 1.32 -1.34  0.193
H7 2.33 0.11 -1.60  0.178
H8 2.29 -0.48 0.34  0.461

***

# 3
ORCA calculation (the ωB97M-V functional and the def2-TZVPD basis) on a cluster of 2 separate species, C4H8N2O in total at a distorted geometry.

The frontier orbital gap comes out at 11.45 eV. As for the energy: -9303.412 eV. The HOMO energy is -10.8 eV. The value obtained for the energy above the lowest of the compared OMol25 structures with the same formula, charge and spin is 68.7 kcal per mole.

Last column: natural (NBO) charge in e.
Positions of all 15 atoms, in Å:
H1 1.74 2.15 -0.53  0.357
N1 1.42 1.19 -0.68  -0.630
C1 0.79 0.74 0.32  0.149
C2 0.29 -0.71 0.22  0.080
C3 -0.83 -0.86 -0.83  -0.612
O1 1.38 -1.53 -0.10  -0.681
C4 -0.23 -1.13 1.54  0.267
N2 -0.70 -1.42 2.56  -0.297
H2 0.62 1.29 1.25  0.186
H3 -1.04 -1.93 -0.94  0.234
H4 -0.47 -0.46 -1.78  0.230
H5 -1.75 -0.35 -0.54  0.225
H6 1.89 -1.02 -0.76  0.491
H7 -1.80 1.95 0.40  0.007
H8 -1.31 2.09 -0.14  -0.005

***

# 4
ORCA calculation (the ωB97M-V functional and the def2-TZVPD basis) on the molecule C4H8N2O at a distorted geometry.

The frontier orbital gap comes out at 9.93 eV. As for the energy: -9300.732 eV. The HOMO energy is -8.9 eV. The value obtained for the energy above the lowest of the compared OMol25 structures with the same formula, charge and spin is 130.6 kcal per mole.

Last column: natural (NBO) charge in e.
Positions of all 15 atoms, in Å:
C1 -2.26 -0.56 -0.22  -0.431
N1 -0.83 -0.35 -0.23  -0.345
C2 -0.14 0.52 0.65  0.056
C3 1.23 1.02 0.25  -0.462
C4 1.80 -0.13 -0.58  -0.102
O1 1.23 -1.35 0.00  -0.387
N2 0.04 -1.14 0.67  0.030
H1 -2.49 -1.60 -0.44  0.219
H2 -2.84 -0.29 0.66  0.182
H3 -2.71 -0.13 -1.12  0.210
H4 -0.53 0.86 1.51  0.184
H5 1.81 1.28 1.21  0.210
H6 1.33 1.90 -0.29  0.226
H7 1.42 0.09 -1.64  0.198
H8 2.94 -0.11 -0.41  0.211

***

# 5
ORCA calculation (the ωB97M-V functional and the def2-TZVPD basis) on the molecule C4H8N2O at a distorted geometry.

The frontier orbital gap comes out at 10.46 eV. As for the energy: -9303.450 eV. The HOMO energy is -9.7 eV. The value obtained for the energy above the lowest of the compared OMol25 structures with the same formula, charge and spin is 67.9 kcal per mole.

Last column: natural (NBO) charge in e.
Positions of all 15 atoms, in Å:
N1 -2.62 0.79 0.68  -0.445
C1 -1.53 0.98 0.29  0.409
C2 -0.11 1.27 0.14  -0.535
C3 0.64 0.01 -0.36  -0.044
N2 1.92 -0.11 0.33  -0.839
C4 -0.25 -1.22 -0.09  -0.073
O1 -1.47 -0.95 -0.73  -0.776
H1 0.28 1.54 1.12  0.267
H2 0.02 2.12 -0.55  0.252
H3 0.73 0.08 -1.46  0.178
H4 2.57 0.60 0.02  0.362
H5 2.34 -1.01 0.14  0.365
H6 0.23 -2.12 -0.48  0.178
H7 -0.38 -1.33 1.00  0.175
H8 -2.36 -0.67 -0.06  0.527

***

# 6
ORCA calculation (the ωB97M-V functional and the def2-TZVPD basis) on the molecule C4H8N2O at a distorted geometry.

The frontier orbital gap comes out at 9.81 eV. As for the energy: -9302.487 eV. The HOMO energy is -8.8 eV. The value obtained for the energy above the lowest of the compared OMol25 structures with the same formula, charge and spin is 90.1 kcal per mole.

Last column: natural (NBO) charge in e.
Positions of all 15 atoms, in Å:
C1 -0.46 1.69 0.13  -0.414
N1 -0.67 0.25 -0.07  -0.324
C2 -1.89 -0.37 0.01  0.531
O1 -2.00 -1.58 0.05  -0.595
N2 0.38 -0.39 0.64  -0.256
C3 1.71 -0.32 -0.17  -0.300
C4 0.89 -1.59 0.02  -0.238
H1 0.39 1.99 -0.51  0.202
H2 -1.30 2.18 -0.31  0.211
H3 -0.15 1.90 1.22  0.214
H4 -2.84 0.33 -0.09  0.113
H5 2.64 -0.04 0.30  0.213
H6 1.73 0.21 -1.17  0.202
H7 0.26 -1.88 -0.76  0.226
H8 1.32 -2.37 0.70  0.215

***

# 7
ORCA calculation (the ωB97M-V functional and the def2-TZVPD basis) on the molecule C4H8N2O at a distorted geometry.

The frontier orbital gap comes out at 8.98 eV. As for the energy: -9302.607 eV. The HOMO energy is -8.4 eV. The value obtained for the energy above the lowest of the compared OMol25 structures with the same formula, charge and spin is 87.3 kcal per mole.

Last column: natural (NBO) charge in e.
Positions of all 15 atoms, in Å:
C1 -1.42 -1.01 -0.07  -0.659
C2 0.32 0.39 1.06  0.114
C3 -1.06 0.37 -0.70  -0.235
N1 -0.38 1.21 0.29  -0.591
C4 1.34 -0.41 0.32  0.530
O1 1.46 -1.60 0.07  -0.623
N2 2.35 0.50 0.12  -0.823
H1 -2.17 -0.89 0.73  0.207
H2 -1.84 -1.56 -0.90  0.217
H3 -0.62 -1.65 0.33  0.264
H4 -0.44 0.29 -1.60  0.213
H5 -2.02 0.84 -0.94  0.206
H6 -0.98 1.88 0.78  0.380
H7 2.18 1.46 0.39  0.397
H8 3.29 0.16 0.11  0.405

***

# 8
ORCA calculation (the ωB97M-V functional and the def2-TZVPD basis) on the molecule C4H8N2O at a distorted geometry.

The frontier orbital gap comes out at 9.11 eV. As for the energy: -9300.839 eV. The HOMO energy is -8.1 eV. The value obtained for the energy above the lowest of the compared OMol25 structures with the same formula, charge and spin is 128.1 kcal per mole.

Last column: natural (NBO) charge in e.
Positions of all 15 atoms, in Å:
H1 -2.32 1.82 0.77  0.363
N1 -1.70 1.06 1.06  -0.636
C1 -0.66 0.85 0.44  0.391
C2 0.60 1.40 -0.57  -0.528
C3 0.36 0.01 -0.12  -0.013
C4 -0.50 -0.98 -1.08  -0.608
N2 1.33 -0.55 0.78  -0.320
O1 0.73 -1.55 1.62  -0.584
H2 0.23 1.73 -1.53  0.220
H3 1.43 1.92 -0.12  0.240
H4 -1.14 -0.41 -1.75  0.216
H5 0.25 -1.49 -1.67  0.206
H6 -1.07 -1.69 -0.48  0.234
H7 2.02 -1.06 0.24  0.347
H8 0.44 -1.06 2.41  0.473

***

# 9
ORCA calculation (the ωB97M-V functional and the def2-TZVPD basis) on the molecule C4H8N2O.

The frontier orbital gap comes out at 9.77 eV. As for the energy: -9302.757 eV. The HOMO energy is -8.9 eV. The value obtained for the energy above the lowest of the compared OMol25 structures with the same formula, charge and spin is 83.8 kcal per mole.

Last column: natural (NBO) charge in e.
Positions of all 15 atoms, in Å:
N1 -3.37 -0.21 0.29  -0.660
N2 -2.49 0.92 0.11  -0.306
C1 -1.33 0.56 0.33  0.355
C2 -0.15 0.08 0.61  -0.359
C3 0.75 -0.50 -0.44  -0.427
C4 2.09 0.21 -0.45  -0.056
O1 2.68 0.00 0.82  -0.727
H1 -3.27 -0.82 -0.51  0.346
H2 -4.30 0.17 0.24  0.352
H3 0.18 0.12 1.64  0.252
H4 0.28 -0.41 -1.42  0.215
H5 0.92 -1.57 -0.24  0.219
H6 1.92 1.28 -0.64  0.162
H7 2.73 -0.17 -1.26  0.162
H8 3.47 0.55 0.89  0.473

***

# 10
ORCA calculation (the ωB97M-V functional and the def2-TZVPD basis) on the molecule C4H8N2O at a distorted geometry.

The frontier orbital gap comes out at 9.21 eV. As for the energy: -9304.134 eV. The HOMO energy is -8.9 eV. The value obtained for the energy above the lowest of the compared OMol25 structures with the same formula, charge and spin is 52.1 kcal per mole.

Last column: natural (NBO) charge in e.
Positions of all 15 atoms, in Å:
C1 -1.21 -1.82 0.18  -0.448
N1 0.17 -1.42 0.41  -0.458
C2 0.59 -0.29 -0.08  0.395
C3 1.95 0.21 0.33  -0.660
N2 -0.02 0.28 -1.17  -0.485
C4 -0.59 1.37 -0.78  0.423
O1 -0.78 1.84 0.47  -0.676
H1 -1.39 -2.76 0.71  0.199
H2 -1.93 -1.08 0.56  0.188
H3 -1.39 -2.03 -0.88  0.190
H4 2.72 -0.42 -0.14  0.237
H5 2.06 0.14 1.42  0.238
H6 2.11 1.24 0.01  0.208
H7 -1.01 2.07 -1.52  0.146
H8 -1.27 2.67 0.47  0.501